Computed, not measured: a single C2H4N2S molecule in a non-equilibrium geometry, with ωB97M-V/def2-TZVPD.

CARTESIAN COORDINATES (ANGSTROEM)
C 0.035 1.297 0.026
N 1.248 0.604 0.012
N 1.306 -0.613 -0.019
C 0.050 -1.287 -0.020
S -1.303 0.012 0.013
H 0.090 2.115 0.704
H -0.033 1.559 -1.009
H 0.049 -2.060 -0.827
H -0.102 -2.078 0.754

LUMO energy: 0.8 eV
2S+1: 1
Calculated total energy: -15952.0831 eV
Maximum force: 0.0563 hartree/bohr
Energy relative to the best compared isomer or geometry (same formula, charge and spin): 41.5 kcal/mol
HOMO level: -0.3295 Eh

=====

Computed, not measured: a molecular structure, C51H65GeN4O3PTl in a non-equilibrium geometry, with ωB97M-V/def2-TZVPD.

CARTESIAN COORDINATES (ANGSTROEM)
Tl -0.444 -0.364 -0.096
C 3.281 0.874 -3.050
C 3.726 0.841 -1.596
C 4.357 -0.502 -1.252
C 4.706 1.979 -1.324
O 2.531 0.988 -0.815
Ge 2.376 1.720 0.790
O 0.631 2.126 0.700
C 0.207 3.508 0.782
C 0.687 4.118 2.098
C 0.760 4.319 -0.393
C -1.308 3.491 0.740
O 2.454 0.341 1.905
C 3.089 0.373 3.197
C 2.967 -1.033 3.767
C 2.371 1.362 4.104
C 4.557 0.752 3.039
H 4.139 0.728 -3.708
H 2.554 0.084 -3.239
H 2.816 1.832 -3.286
H 5.303 -0.632 -1.781
H 4.548 -0.566 -0.179
H 3.683 -1.315 -1.524
H 5.545 1.934 -2.017
H 4.212 2.945 -1.448
H 5.107 1.919 -0.308
H 1.766 4.301 2.081
H 0.189 5.071 2.276
H 0.461 3.450 2.929
H 1.800 4.056 -0.601
H 0.179 4.153 -1.299
H 0.728 5.383 -0.159
H -1.712 2.999 1.624
H -1.691 4.512 0.702
H -1.655 2.953 -0.143
H 1.926 -1.355 3.769
H 3.546 -1.741 3.177
H 3.341 -1.046 4.792
H 1.324 1.076 4.211
H 2.834 1.381 5.091
H 2.417 2.373 3.691
H 5.042 0.086 2.324
H 4.658 1.780 2.679
H 5.080 0.677 3.993
C -3.308 -2.852 -0.639
N -2.577 -1.659 -1.052
C -2.962 -1.063 -2.113
C -2.336 0.155 -2.567
C -2.622 0.920 -3.690
C -1.679 1.963 -3.712
C -0.868 1.774 -2.599
N -1.267 0.694 -1.899
C -3.207 -4.006 -1.605
C -4.306 -4.828 -1.821
C -4.225 -5.906 -2.692
C -3.040 -6.170 -3.363
C -1.936 -5.355 -3.149
C -2.018 -4.281 -2.276
H -4.361 -2.604 -0.479
H -2.914 -3.157 0.334
H -3.791 -1.443 -2.721
H -3.410 0.730 -4.402
H -1.584 2.744 -4.447
H -0.002 2.334 -2.287
H -5.235 -4.624 -1.300
H -5.091 -6.535 -2.852
H -2.978 -7.004 -4.049
H -1.004 -5.552 -3.664
H -1.151 -3.650 -2.111
C 1.456 -5.220 1.482
N 0.932 -3.885 1.663
C -0.477 -3.808 1.343
C 1.723 -2.831 1.043
C 1.626 -2.750 -0.465
C 2.350 -3.651 -1.248
C 2.242 -3.657 -2.630
C 1.395 -2.751 -3.254
C 0.679 -1.841 -2.488
C 0.790 -1.837 -1.099
H 0.943 -5.902 2.163
H 2.520 -5.238 1.722
H 1.325 -5.614 0.461
H -1.025 -4.524 1.959
H -0.692 -4.042 0.287
H -0.855 -2.807 1.560
H 2.765 -2.995 1.325
H 1.410 -1.876 1.471
H 3.019 -4.351 -0.762
H 2.818 -4.361 -3.216
H 1.298 -2.743 -4.333
H 0.030 -1.130 -2.985
N -1.355 -0.337 1.749
P -2.700 0.007 2.405
C -3.836 -1.410 2.554
C -3.325 -2.568 3.143
C -4.099 -3.712 3.234
C -5.398 -3.712 2.737
C -5.918 -2.564 2.161
C -5.139 -1.415 2.071
C -2.459 0.544 4.127
C -1.380 1.396 4.356
C -1.132 1.894 5.625
C -1.958 1.532 6.682
C -3.030 0.680 6.463
C -3.284 0.190 5.188
C -3.752 1.322 1.706
C -3.925 1.335 0.323
C -4.671 2.328 -0.290
C -5.253 3.326 0.480
C -5.086 3.324 1.858
C -4.338 2.327 2.471
H -2.307 -2.570 3.514
H -3.692 -4.606 3.689
H -6.003 -4.607 2.803
H -6.931 -2.559 1.781
H -5.553 -0.524 1.617
H -0.734 1.641 3.521
H -0.293 2.557 5.794
H -1.763 1.911 7.676
H -3.671 0.394 7.287
H -4.130 -0.465 5.022
H -3.445 0.573 -0.277
H -4.781 2.329 -1.367
H -5.833 4.107 0.007
H -5.529 4.108 2.458
H -4.208 2.342 3.545

LUMO energy (spin up / spin down): 0.6 / -1.6 eV
2S+1: 2
Calculated total energy: -136543.1926 eV
Maximum force: 0.0205 hartree/bohr
Energy relative to the best compared isomer or geometry (same formula, charge and spin): 0.0 kcal/mol
HOMO level (spin up / spin down): -0.2745 / -0.2745 Eh

=====

Computed, not measured: 2 unconnected molecules or ions with the total composition C2H8N4O in a non-equilibrium geometry, with ωB97M-V/def2-TZVPD.

CARTESIAN COORDINATES (ANGSTROEM)
C -0.225 -0.052 -1.364
C 0.678 2.271 -0.950
N 0.309 1.064 -1.104
N -0.609 -1.084 -0.475
N -0.701 -1.017 0.923
N 0.191 -1.870 1.671
O -0.107 3.286 -0.894
H -0.488 -0.283 -2.375
H 2.171 2.619 -0.816
H -1.235 -1.849 -0.933
H -1.705 -0.949 1.355
H -0.086 -2.976 1.817
H 0.412 -1.382 2.674
H 1.110 -1.932 1.182
H 0.284 4.154 -0.712

LUMO energy: -8.1 eV
Charge: +2
2S+1: 1
Calculated total energy: -10189.2612 eV
Maximum force: 0.1033 hartree/bohr
Energy relative to the best compared isomer or geometry (same formula, charge and spin): 81.4 kcal/mol
HOMO level: -0.7053 Eh

=====

Computed, not measured: a single C9H14N2O3 molecule in a non-equilibrium geometry, with ωB97M-V/def2-TZVPD.

CARTESIAN COORDINATES (ANGSTROEM)
C -3.305 0.493 1.497
C -2.887 0.325 0.039
C -1.613 0.543 -0.504
C -1.382 0.161 -1.945
C -1.506 1.347 -2.857
C -0.517 1.111 0.302
O -0.683 2.128 0.943
N 0.678 0.428 0.214
C 1.800 0.703 0.976
O 2.113 1.823 1.376
N 2.799 -0.250 1.130
C 2.767 -1.570 0.727
C 3.933 -2.416 1.194
O 1.785 -2.071 0.208
H -3.799 1.429 1.606
H -4.007 -0.295 1.773
H -2.482 0.492 2.225
H -3.628 -0.110 -0.640
H -0.385 -0.269 -2.110
H -2.079 -0.579 -2.277
H -2.445 1.820 -2.749
H -0.693 2.080 -2.620
H -1.410 1.006 -3.887
H 0.625 -0.489 -0.250
H 3.585 -0.004 1.663
H 3.994 -2.418 2.286
H 4.882 -1.987 0.850
H 3.859 -3.429 0.834

LUMO energy: 0.5 eV
2S+1: 1
Calculated total energy: -18683.2933 eV
Maximum force: 0.0770 hartree/bohr
Energy relative to the best compared isomer or geometry (same formula, charge and spin): 0.0 kcal/mol
HOMO level: -0.3351 Eh